Entry from the Open Molecules 2025 dataset: an isolated molecule of C2H3IN2O2 at a distorted geometry (ωB97M-V/def2-TZVPD).

## Properties
**Total charge**: 0
**Energy relative to the best compared isomer or geometry (same formula, charge and spin)**: 398.2 kJ/mol
**Lowest unoccupied orbital energy**: -0.25 eV
**Orbital gap**: 9.721 eV
**2S+1**: 1

Each atom is followed by the atoms it is bonded to, with distances in Å.
CARTESIAN COORDINATES (ANGSTROEM)
1 C 0.444 -0.463 -0.143  N2 1.408, I5 2.207, C6 1.463, O7 1.388
2 N 0.109 0.864 -0.476  C1 1.408, H8 0.953, N10 1.334
3 O -0.329 2.874 0.013  N10 1.193
4 H -0.337 -1.891 1.197  C6 1.015
5 I 2.573 -0.980 0.117  C1 2.207
6 C -0.632 -1.227 0.489  C1 1.463, H4 1.015, O7 1.390, H9 1.098
7 O -0.278 -1.421 -0.842  C1 1.388, C6 1.390
8 H 0.137 1.111 -1.397  N2 0.953
9 H -1.561 -0.651 0.583  C6 1.098
10 N -0.125 1.785 0.458  N2 1.334, O3 1.193

Mulliken population analysis, charges in e, atoms 1 to 6: atom 1 (C): 0.319, atom 2 (N): 0.136, atom 3 (O): -0.458, atom 4 (H): 0.326, atom 5 (I): 0.045, atom 6 (C): -0.492